Below is a molecular structure, C15H19N3O6PSSe4Zr in a non-equilibrium geometry, with properties calculated with ωB97M-V with the def2-TZVPD basis set.

```
50
Properties=species:S:1:pos:R:3:mulliken_charge:R:1
Zr 0.03726 0.88248 0.64147 -0.001
Se 4.58606 0.95188 -0.19573 -0.602
Se 2.35966 3.42278 -2.41523 -0.564
Se 2.60316 1.39138 0.78567 -0.059
Se 1.14506 2.79888 -0.60243 -0.002
S -1.06894 2.69788 1.87137 1.008
P 1.57926 -1.29342 -1.62223 1.098
O 0.39496 2.30738 2.02807 -0.252
O 0.98196 -0.70642 -0.35893 -0.468
O -1.77024 1.61508 2.53097 -0.403
O -3.15874 -1.82212 -0.08253 -0.848
O -1.32204 4.03238 2.28547 -0.731
O -1.27194 2.45668 0.39637 -0.322
N -1.07714 0.67158 -1.58163 1.142
N -1.38874 -0.66012 0.79037 0.492
N 0.69066 -0.43832 2.59317 -0.016
C -3.19184 0.60878 -3.41213 -0.403
C 1.55566 0.09198 3.46287 -0.146
C -3.22144 -0.15572 -2.26503 -0.799
C -2.27614 -0.95322 -0.13383 0.240
C -2.08944 1.42498 -3.62373 -1.155
C -1.06954 1.42238 -2.68673 -0.246
C -1.45714 -1.38782 2.03227 -0.789
C -0.54214 -0.73172 3.02627 1.021
C 1.22156 0.41838 4.76277 -0.938
C -0.07504 0.16738 5.19357 -0.372
C -0.95524 -0.45222 4.32687 -0.966
C 3.03496 -2.29012 -1.20063 -1.076
C 2.15156 -0.06722 -2.82903 -0.846
C 0.33586 -2.41382 -2.37223 -1.129
C -2.16014 -0.09252 -1.36813 0.458
H -2.01454 2.04778 -4.50103 0.467
H 3.31886 -2.91122 -2.04353 0.443
H -2.48254 -1.41762 2.42787 0.396
H -4.03884 -0.81542 -2.01303 0.533
H -0.38834 0.45018 6.18897 0.397
H 0.69616 -2.81712 -3.31203 0.450
H 3.84486 -1.59422 -0.96163 0.191
H 1.34046 0.51938 -3.25533 0.202
H 0.14666 -3.22712 -1.67393 0.330
H -1.13284 -2.43402 1.86577 0.359
H -1.97274 -0.66922 4.61517 0.408
H 2.57516 0.24668 3.10267 0.470
H 2.81836 -2.90632 -0.33223 0.298
H 2.86246 0.61628 -2.34803 0.078
H -0.59924 -1.88322 -2.53633 0.213
H -0.19094 2.04258 -2.86073 0.129
H 1.95606 0.87948 5.40387 0.432
H 2.68446 -0.58332 -3.62193 0.453
H -4.00514 0.55908 -4.12173 0.422
```

The LUMO energy is 2.399 eV. The calculation puts the HOMO energy at -3.717 eV. As for the charge: -1. For the energy relative to the best compared isomer or geometry (same formula, charge and spin), the calculation gives 97.9 kcal/mol.